1.
Formula: C2H4F3OSm
Source: the OMol25 dataset
Level of theory: ωB97M-V with the def2-TZVPD basis set

The geometry in XYZ format:
```
11
Properties=species:S:1:pos:R:3:forces:R:3
C 0.57133 0.59584 0.81314 1.0 1.1 1.1
F 0.78622 1.71796 0.12478 -0.1 -0.3 -0.1
F 1.75458 0.09351 1.19553 -0.7 -0.1 -0.5
Sm 1.19208 -2.28516 -1.47546 0.1 0.7 0.4
O -0.09803 -0.32634 0.09373 0.2 -1.1 -0.7
H 2.72369 -0.89058 -1.37350 -0.2 -0.3 -0.2
C -1.46356 -0.00285 -0.25376 -0.3 0.2 0.1
H -1.50442 0.97492 -0.74625 0.0 -0.3 0.1
H -1.78147 -0.79093 -0.94301 0.0 0.2 0.1
H -2.08082 -0.02309 0.64971 0.1 0.0 -0.3
F -0.09961 0.93672 1.91510 -0.2 -0.2 -0.1
```
Positions in Å, forces in eV/Å.

As for the energy relative to the best compared isomer or geometry (same formula, charge and spin): 0.0 kJ/mol. Its spin multiplicity is 7. The molecular weight comes out at 251.407 g mol⁻¹. As for the LUMO energy (spin up / spin down): -5.03 / -4.89 eV. Its expectation value of S² is 12.0093. As for the gap between HOMO and LUMO (spin up / spin down): 7.55 / 7.66 eV. The calculation puts the energy at -30234.03621 eV. Its net charge is +1.

2.
Formula: C41H37BN6PbS2
Source: the OMol25 dataset
Level of theory: ωB97M-V with the def2-TZVPD basis set

The geometry in XYZ format:
```
88
Properties=species:S:1:pos:R:3:forces:R:3
Pb -0.47948 0.19761 0.88232 0.1 -0.8 -0.2
C -2.48370 1.34497 2.28556 -0.1 0.1 0.2
C -1.79244 0.50592 3.19400 -0.1 0.5 0.4
C -0.48532 1.01439 3.35248 -0.3 0.2 0.2
C -0.33988 2.12972 2.48655 -0.4 0.3 0.4
C -1.60141 2.34258 1.84506 0.0 0.2 0.4
H -3.52807 1.26503 2.02816 0.0 -0.1 -0.2
H -2.22838 -0.30032 3.76321 0.1 -0.1 -0.1
H 0.23468 0.69222 4.08570 0.1 -0.2 -0.2
H 0.48084 2.82985 2.50386 0.1 -0.1 -0.2
H -1.85999 3.19659 1.23949 0.1 -0.1 -0.2
C 2.51832 3.28465 -2.16256 0.0 -0.1 -0.1
C 1.26309 2.46184 -2.09580 0.0 0.3 0.0
C 0.03980 3.11000 -2.26705 0.0 0.2 -0.1
C -1.13957 2.52076 -1.80341 0.5 -0.5 -0.1
N -1.16075 1.23843 -1.44518 -0.6 0.3 0.1
N 1.34404 1.16304 -1.82879 -0.1 -0.4 0.0
B 2.66199 0.40273 -1.41559 -0.4 -0.7 0.3
N 2.89304 0.51598 0.11309 0.3 0.5 0.0
N 2.01883 -0.05625 0.96109 0.1 -0.3 0.3
C 2.66784 -0.34372 2.09032 0.4 0.4 -0.5
C 3.98653 0.13358 1.99259 0.0 0.0 0.0
C 4.08974 0.66602 0.71942 0.1 -0.1 0.5
C 5.28313 1.28719 0.07636 -0.1 -0.2 -0.1
C 2.03807 -1.15466 3.13275 -0.1 -0.1 0.1
C 1.11271 -2.13203 2.76002 0.1 0.0 0.0
C 0.47040 -2.89343 3.72311 0.0 0.0 0.0
C 0.76054 -2.70032 5.06600 -0.1 -0.1 0.0
C 1.71387 -1.76413 5.44091 0.0 0.0 0.0
C 2.35459 -0.99926 4.47947 0.0 0.1 0.0
N 2.52666 -1.12916 -1.71555 -0.2 0.1 -0.5
N 1.65579 -1.93760 -1.05689 -0.5 -0.2 0.1
C 1.45814 -3.01563 -1.81468 0.4 0.8 -0.1
C 2.23310 -2.91246 -2.98847 0.2 -0.1 0.0
C 2.89026 -1.71045 -2.88968 -0.1 -0.1 -0.1
C 3.82099 -1.07810 -3.86915 -0.1 0.1 0.1
C 0.39601 -3.98858 -1.53231 -0.2 -0.1 0.1
C -0.46252 -3.82612 -0.44674 0.1 0.1 0.0
C -1.57663 -4.62888 -0.28534 0.0 0.0 0.0
C -1.85842 -5.61962 -1.21334 0.0 -0.1 0.0
C -1.00755 -5.80356 -2.29159 0.0 -0.1 0.0
C 0.11403 -5.00592 -2.44292 0.1 0.1 0.0
C -2.41296 3.25351 -1.65344 -0.3 0.1 0.1
C -2.55938 4.57350 -2.08093 0.1 0.0 0.0
C -3.80213 5.18344 -2.06957 0.0 0.0 0.0
C -4.91422 4.49415 -1.61156 0.0 0.0 0.1
C -4.77573 3.19172 -1.15276 0.0 0.0 0.0
C -3.54086 2.57014 -1.19023 0.1 0.0 0.0
H 2.27989 4.30055 -2.46675 0.0 0.0 0.0
H 3.22480 2.85630 -2.87456 0.0 0.0 0.0
H 3.00870 3.30915 -1.18837 0.0 0.0 0.0
H 0.05558 4.14903 -2.55315 0.0 0.0 0.0
H 3.60542 0.82861 -2.00751 0.1 0.1 0.0
H 4.76928 0.06747 2.72782 0.0 0.0 0.0
H 6.06427 1.42466 0.82050 0.0 0.0 0.0
H 5.04641 2.25583 -0.36285 0.0 0.0 0.0
H 5.66230 0.64207 -0.71647 0.1 0.1 0.0
H 0.95606 -2.32840 1.70524 0.0 0.1 0.0
H -0.24652 -3.64705 3.42346 0.0 0.0 0.0
H 0.26049 -3.29336 5.81998 0.0 0.0 0.0
H 1.95358 -1.62541 6.48692 0.0 0.0 0.0
H 3.09078 -0.26218 4.77431 0.0 0.0 0.0
H 2.31440 -3.61514 -3.79906 0.0 0.0 -0.1
H 4.01089 -1.76824 -4.68826 0.0 0.0 0.0
H 4.76694 -0.80978 -3.39826 0.0 0.0 -0.1
H 3.37867 -0.17154 -4.28453 0.1 0.0 -0.1
H -0.27038 -3.02549 0.25168 0.0 0.1 0.0
H -2.24774 -4.46069 0.54761 0.0 0.0 0.0
H -2.73918 -6.23835 -1.10437 0.0 0.0 0.0
H -1.23462 -6.55317 -3.03858 0.0 -0.1 0.0
H 0.75648 -5.15042 -3.30090 0.0 0.0 0.0
H -1.71095 5.12964 -2.45321 0.0 0.0 0.0
H -3.90614 6.19428 -2.44082 0.0 0.0 0.0
H -5.88566 4.96995 -1.62259 0.0 0.0 0.0
H -5.63944 2.64877 -0.79191 0.0 0.0 0.0
H -3.43165 1.53701 -0.89362 0.0 0.0 0.0
S -2.11883 -0.95324 -3.04273 -0.4 -0.4 -0.1
C -1.21613 -0.36999 -4.39160 0.0 0.2 0.3
C -1.41224 -0.54792 -5.75998 0.1 0.1 0.0
C -0.51044 0.03472 -6.63560 -0.1 0.0 0.0
C 0.57936 0.77093 -6.17545 0.1 0.1 0.1
C 0.78489 0.94758 -4.81412 0.1 0.2 0.1
C -0.13428 0.39574 -3.94461 -0.1 -0.5 -0.1
S -0.13835 0.18019 -2.16523 0.6 0.4 -0.7
H -2.25903 -1.12316 -6.10731 0.0 0.0 -0.1
H -0.65452 -0.07435 -7.70316 0.0 0.0 0.0
H 1.28032 1.20500 -6.87562 0.0 0.0 0.0
H 1.63082 1.51796 -4.45526 0.0 0.0 0.0
```
Positions in Å, forces in eV/Å.

As for the energy relative to the best compared isomer or geometry (same formula, charge and spin): 165.1 kJ/mol. The molecular weight comes out at 895.935 g mol⁻¹. As for the LUMO energy: -0.40 eV. As for the gap between HOMO and LUMO: 6.76 eV. The calculation puts the energy at -79653.33882 eV. Its net charge is 0.

3.
Formula: C36H43MoN7Te
Source: the OMol25 dataset
Level of theory: ωB97M-V with the def2-TZVPD basis set

The geometry in XYZ format:
```
88
Properties=species:S:1:pos:R:3:forces:R:3
Mo 0.66521 -0.20472 0.62838 0.1 0.1 0.2
C -2.49729 -1.11077 3.24825 0.0 -0.1 0.0
C -1.41436 -0.89881 2.25568 -0.1 -0.1 0.0
N -0.18601 -1.25235 2.31948 0.1 0.1 0.0
C 0.45979 -2.34377 3.00187 0.0 0.0 0.0
C 0.97877 -3.20407 1.83763 0.0 0.0 0.0
N 1.54343 -2.37479 0.72195 0.0 0.0 -0.1
C 3.02391 -2.34928 0.71431 0.0 0.1 0.0
C 3.49023 -1.25444 1.65028 0.0 0.0 0.0
N 2.85815 0.03076 1.26245 0.0 0.0 0.0
C 3.60477 0.75638 0.18615 0.0 0.0 -0.1
C 2.95962 0.49762 -1.17179 -0.1 0.0 0.1
N 1.53698 0.74508 -1.00097 0.1 -0.1 -0.2
C 0.96336 1.85663 -1.55435 0.0 0.1 0.0
C 1.58730 2.57352 -2.71132 0.0 0.0 0.0
C -0.22054 2.24275 -0.99085 0.0 0.0 0.0
C -1.31055 3.00669 -1.55334 0.0 0.0 0.0
C -2.57177 2.86777 -1.12726 0.0 0.0 0.1
C -2.95275 1.93668 -0.03807 0.0 0.1 0.1
C -1.83790 1.20107 0.64236 -0.1 -0.1 -0.1
N -0.48332 1.56857 0.24027 -0.1 0.1 0.0
H -2.13080 -1.58594 4.15602 0.0 0.0 0.0
H -3.30070 -1.71298 2.81862 0.0 0.0 0.0
H -2.93020 -0.14397 3.51381 0.0 0.0 0.0
H -0.21299 -2.92746 3.63200 0.0 0.0 0.0
H 1.26791 -1.96483 3.62691 0.0 0.0 0.0
H 0.13739 -3.76428 1.43078 0.0 0.0 0.0
H 1.72188 -3.92306 2.18412 0.0 0.0 0.0
H 1.21986 -2.79013 -0.14954 0.0 0.0 0.0
H 3.35912 -2.15207 -0.30177 0.0 0.0 0.0
H 3.44167 -3.31264 1.01238 0.0 0.0 0.0
H 4.57845 -1.17549 1.63929 0.0 0.0 0.0
H 3.19257 -1.48532 2.67343 0.0 0.0 0.0
H 2.85163 0.63224 2.07947 0.0 0.0 0.0
H 4.66095 0.47995 0.20583 0.0 0.0 0.0
H 3.52585 1.82141 0.40301 0.0 0.0 0.0
H 3.12314 -0.53038 -1.50356 0.0 0.0 0.0
H 3.41916 1.14213 -1.91984 0.0 0.0 0.0
H 1.87600 1.87962 -3.50235 0.0 0.0 0.0
H 2.48036 3.11855 -2.39821 0.0 0.0 0.0
H 0.89902 3.30268 -3.12899 0.0 0.0 0.0
H -1.09654 3.66562 -2.38424 0.0 0.0 0.0
H -3.36888 3.42651 -1.59938 0.0 0.0 0.0
H -3.88323 1.39917 -0.16930 0.0 0.0 0.0
C -5.77050 -0.44809 -1.81577 0.0 0.0 0.0
C -4.90615 0.21474 -2.67676 0.0 0.0 0.0
C -3.53524 0.07543 -2.53605 0.1 -0.1 0.0
C -3.03334 -0.72809 -1.51852 -0.2 -0.1 -0.1
C -3.89505 -1.42281 -0.66816 0.1 0.0 0.0
C -5.26177 -1.27338 -0.81727 0.0 0.0 0.0
N -1.63664 -0.86248 -1.35854 0.2 0.3 -0.1
N -1.10661 -0.99375 -0.14614 0.0 -0.1 0.4
C -1.56663 -0.23255 0.93363 0.0 0.0 0.0
C -2.60054 2.22753 1.41761 0.0 0.1 0.0
C -1.97773 3.51649 1.82495 -0.1 0.0 0.0
C -0.71598 3.70104 2.21102 0.1 0.0 0.0
C 0.28201 2.62680 2.28879 0.1 0.0 0.0
C 0.37471 1.65946 1.38261 -0.1 0.1 -0.1
H -6.84007 -0.33767 -1.93141 0.0 0.0 0.0
H -5.30001 0.84960 -3.45912 0.0 0.0 0.0
H -2.84922 0.61220 -3.17988 0.0 0.0 0.0
H -3.49105 -2.09853 0.07591 0.0 0.0 0.0
H -5.93521 -1.81801 -0.16912 0.0 0.0 0.0
H -3.34069 1.84268 2.11255 0.0 0.0 0.0
H -2.65574 4.36222 1.85819 0.0 0.0 0.0
H -0.41579 4.68252 2.55883 0.0 0.0 0.0
H 0.93943 2.61484 3.15244 0.0 0.0 0.0
C -3.94266 -6.05093 -5.09123 0.0 0.0 0.0
C -3.09632 -4.92436 -4.57378 0.0 0.0 0.0
C -2.43700 -5.01925 -3.35394 0.0 0.0 0.0
C -1.63766 -3.99330 -2.86793 0.0 -0.1 0.1
C -0.91640 -4.21130 -1.55892 0.0 0.0 -0.1
C -1.51659 -2.82495 -3.63216 0.0 0.1 -0.2
Te -0.32967 -1.24183 -2.93280 -0.1 -0.3 0.0
C -2.17017 -2.69624 -4.87073 0.0 0.0 0.0
C -2.04097 -1.48294 -5.75501 0.0 0.0 0.0
C -2.94545 -3.75730 -5.31510 0.0 0.0 0.0
H -4.04981 -6.84355 -4.35345 0.0 0.0 0.0
H -3.49488 -6.48057 -5.98876 0.0 0.0 0.0
H -4.93689 -5.69604 -5.36394 0.0 0.0 0.0
H -2.54535 -5.92287 -2.76489 0.0 0.0 0.0
H -1.30988 -5.09444 -1.05744 0.0 0.0 0.0
H -1.01419 -3.36493 -0.87632 0.0 0.0 0.0
H 0.14687 -4.38879 -1.75189 0.0 0.0 0.1
H -2.17506 -0.55199 -5.20401 0.0 0.0 0.0
H -2.77974 -1.51009 -6.55311 0.0 0.0 0.0
H -1.05643 -1.44681 -6.22721 0.0 0.0 0.0
H -3.45155 -3.66983 -6.26981 0.0 0.0 0.0
```
Positions in Å, forces in eV/Å.

As for the energy relative to the best compared isomer or geometry (same formula, charge and spin): 328.5 kJ/mol. Its spin multiplicity is 3. The molecular weight comes out at 797.329 g mol⁻¹. As for the LUMO energy (spin up / spin down): -5.49 / -6.81 eV. Its expectation value of S² is 2.0868. As for the gap between HOMO and LUMO (spin up / spin down): 6.58 / 5.43 eV. The calculation puts the energy at -57592.61849 eV. Its net charge is +2.

> Which of these has the highest net charge?

C36H43MoN7Te

> net charge of number 2 (C41H37BN6PbS2)?

0

> Look up the net charge of the second one.

0

> Which of these has the lowest net charge?

C41H37BN6PbS2